Entry 1:
ORCA calculation (ωB97M-V with the def2-TZVPD basis set) on a molecular structure, H24O12 at a distorted geometry.

Structure (XYZ):
```
36
Properties=species:S:1:pos:R:3
O -1.492 0.656 -2.148
H -2.349 0.598 -1.727
H -1.689 0.777 -3.077
O -2.216 -2.364 -0.637
H -2.854 -2.364 -1.351
H -2.076 -1.438 -0.441
O -1.920 -0.274 1.990
H -1.019 -0.034 1.773
H -2.322 -0.486 1.148
O 1.745 -0.652 1.935
H 1.574 0.269 2.133
H 0.879 -1.029 1.780
O -0.510 1.716 -0.748
H -0.934 1.259 -1.475
H -0.023 2.427 -1.164
O -0.211 -1.635 1.678
H -0.696 -2.398 1.364
H 0.113 -1.212 0.883
O 2.777 -0.412 0.124
H 2.336 -0.482 0.971
H 2.247 0.212 -0.371
O 2.027 0.923 -1.060
H 1.364 1.591 -1.231
H 2.848 1.411 -0.996
O 0.090 0.771 1.765
H -0.486 1.441 1.397
H 0.442 1.168 2.561
O -0.076 -0.733 -0.113
H 0.697 -0.169 -0.113
H -0.690 -0.297 -0.704
O -0.692 -1.893 -2.331
H -0.829 -1.441 -1.499
H 0.257 -2.007 -2.389
O 1.324 2.299 0.962
H 1.312 2.411 0.011
H 1.055 1.391 1.100
```

Values from the calculation:
**Total charge**: 0
**Multiplicity**: 1
**ΔE to the lowest compared entry with this formula, charge and spin**: 1906.0 kJ/mol
**Frontier orbital gap**: 0.27021 Eh
**HOMO level**: -8.42 eV

Entry 2:
ORCA calculation (ωB97M-V with the def2-TZVPD basis set) on 12 unconnected molecules or ions with the total composition H24O12 at a distorted geometry.

Structure (XYZ):
```
36
Properties=species:S:1:pos:R:3
O -1.320 1.985 -1.762
H -2.021 2.324 -2.319
H -1.464 2.405 -0.914
O 2.756 -0.979 3.152
H 3.537 -0.879 2.607
H 2.096 -0.429 2.729
O 2.675 -0.150 -2.422
H 3.214 0.338 -3.044
H 2.550 0.453 -1.689
O -0.120 -0.233 0.745
H 0.537 0.280 0.275
H -0.912 0.303 0.712
O 0.439 2.996 1.207
H 0.505 3.423 2.061
H -0.458 2.662 1.174
O -0.321 -3.053 1.982
H -0.117 -2.244 1.511
H -1.075 -2.830 2.527
O -1.926 1.662 0.984
H -2.576 0.999 0.749
H -2.289 2.089 1.761
O 2.037 1.304 -0.114
H 2.947 1.383 0.173
H 1.539 1.814 0.525
O 1.995 -1.978 -0.204
H 2.046 -1.046 0.005
H 2.830 -2.338 0.095
O -1.257 -2.511 -1.503
H -1.726 -3.204 -1.038
H -1.619 -1.698 -1.150
O -3.027 -0.736 -0.043
H -3.510 -0.982 -0.831
H -3.330 -1.349 0.626
O -0.520 -0.070 -2.919
H -1.299 -0.178 -3.464
H -0.814 0.467 -2.183
```

Values from the calculation:
**Total charge**: +1
**Multiplicity**: 2
**<S²>**: 0.76
**ΔE to the lowest compared entry with this formula, charge and spin**: 185.3 kJ/mol
**Frontier orbital gap (alpha / beta)**: 0.38067 / 0.13331 Eh
**HOMO level (alpha / beta)**: -13.55 / -13.39 eV

Entry 3:
ORCA calculation (ωB97M-V with the def2-TZVPD basis set) on 12 unconnected molecules or ions with the total composition H24O12 at a distorted geometry.

Structure (XYZ):
```
36
Properties=species:S:1:pos:R:3
O 23.767 31.392 15.537
H 23.547 31.420 16.469
H 23.145 30.768 15.163
O 26.458 29.393 20.352
H 27.244 29.672 20.821
H 26.709 28.572 19.929
O 23.688 25.573 20.276
H 23.813 25.678 19.333
H 23.779 24.632 20.427
O 21.769 29.152 21.008
H 22.030 29.152 20.088
H 22.426 28.611 21.445
O 23.427 28.535 18.779
H 24.227 28.026 18.644
H 23.687 29.440 18.601
O 23.994 27.621 21.919
H 24.871 28.006 21.905
H 24.035 26.909 21.281
O 21.438 27.061 17.723
H 22.076 27.706 18.028
H 20.781 27.026 18.419
O 24.397 25.469 17.505
H 24.670 24.626 17.143
H 24.214 26.012 16.738
O 20.850 31.567 18.865
H 20.573 32.463 19.056
H 21.789 31.637 18.694
O 24.039 31.267 20.657
H 23.927 31.457 21.588
H 24.970 31.069 20.562
O 26.901 26.283 19.723
H 27.023 26.367 20.669
H 26.022 25.917 19.626
O 23.686 31.846 18.149
H 23.979 32.753 18.055
H 23.819 31.646 19.075
```

Values from the calculation:
**Total charge**: +1
**Multiplicity**: 2
**<S²>**: 0.76
**ΔE to the lowest compared entry with this formula, charge and spin**: 78.8 kJ/mol
**Frontier orbital gap (alpha / beta)**: 0.37590 / 0.11148 Eh
**HOMO level (alpha / beta)**: -13.39 / -13.38 eV

Entry 4:
ORCA calculation (ωB97M-V with the def2-TZVPD basis set) on 13 unconnected molecules or ions with the total composition H24O16S at a distorted geometry.

Structure (XYZ):
```
41
Properties=species:S:1:pos:R:3
S -0.012 -0.055 0.183
O 1.040 -0.990 0.419
O -0.046 1.073 1.083
O 0.012 0.443 -1.252
O -1.276 -0.668 0.407
O -2.353 -1.524 2.572
H -2.215 -2.400 2.595
H -1.988 -1.166 1.683
O -2.062 1.945 2.553
H -1.446 2.674 2.904
H -1.537 1.358 2.162
O 0.694 3.273 0.267
H 0.385 2.416 0.734
H 0.765 3.216 -0.789
O -3.422 0.622 -0.698
H -2.654 0.281 -0.227
H -3.236 1.111 -1.600
O -1.830 -2.587 -1.388
H -1.928 -2.011 -0.652
H -1.214 -2.219 -2.039
O 3.634 -0.207 0.179
H 2.793 -0.456 0.226
H 3.389 0.699 0.511
O 1.271 1.356 3.278
H 0.947 1.270 2.403
H 1.306 0.421 3.587
O 1.602 -2.795 2.352
H 1.466 -3.777 2.131
H 1.299 -2.362 1.626
O -1.860 1.840 -2.653
H -1.586 2.708 -2.201
H -0.971 1.305 -2.321
O -0.325 -1.065 -3.138
H 0.491 -1.462 -3.367
H -0.363 -0.394 -2.355
O 1.484 2.241 -2.141
H 1.320 2.453 -3.036
H 0.870 1.580 -1.625
O 2.363 -2.944 -0.906
H 1.970 -2.289 -0.463
H 3.243 -2.901 -0.996
```

Values from the calculation:
**Total charge**: -2
**Multiplicity**: 1
**ΔE to the lowest compared entry with this formula, charge and spin**: 446.9 kJ/mol
**Frontier orbital gap**: 0.34042 Eh
**HOMO level**: -4.11 eV

Entry 5:
ORCA calculation (ωB97M-V with the def2-TZVPD basis set) on a molecular structure, H25O12 at a distorted geometry.

Structure (XYZ):
```
37
Properties=species:S:1:pos:R:3
O -0.060 1.608 1.705
H 1.299 -3.205 -2.138
H 1.707 -0.744 1.859
O -1.843 -1.622 -0.290
H -2.539 -1.329 -0.903
H -1.254 -1.969 -0.988
O -1.372 0.536 -2.693
H 0.118 2.746 -1.206
O 1.369 1.103 -3.084
H -0.567 1.022 -2.759
H 1.519 1.999 -3.424
O -1.286 3.134 -2.401
H -1.706 3.899 -2.808
H -1.882 2.434 -2.741
O -0.071 -0.741 1.277
H 1.061 -4.196 0.898
H -0.599 -1.140 2.007
O 2.579 -0.327 1.933
H 2.831 -0.067 1.053
H -0.185 2.327 1.035
O -2.551 -1.585 2.107
H -0.234 0.388 1.404
H -3.374 -1.798 2.550
O 0.712 2.834 -0.437
H -1.397 -0.010 -3.475
H 0.342 3.641 -0.069
O 0.505 -3.427 -1.638
H -0.080 -3.775 -2.326
H -0.659 -0.845 0.460
O 0.152 -3.928 0.882
H 2.265 1.041 -2.736
H 0.797 1.877 2.141
O 1.894 2.320 3.221
H -2.557 -1.984 1.222
H 2.415 1.526 3.406
H -0.088 -3.941 -0.063
H 2.525 2.760 2.629
```

Values from the calculation:
**Total charge**: +1
**Multiplicity**: 1
**ΔE to the lowest compared entry with this formula, charge and spin**: 104.0 kJ/mol
**Frontier orbital gap**: 0.39203 Eh
**HOMO level**: -13.61 eV

Entry 6:
ORCA calculation (ωB97M-V with the def2-TZVPD basis set) on 12 unconnected molecules or ions with the total composition H25O12 at a distorted geometry.

Structure (XYZ):
```
37
Properties=species:S:1:pos:R:3
O -0.008 2.168 -0.162
H -1.742 -0.407 2.965
H 2.388 3.581 -2.347
O 0.428 -2.819 -3.211
H 0.150 -3.583 -2.675
H -0.226 -2.691 -3.839
O 1.182 2.250 1.981
H -3.333 3.111 -1.741
O 3.926 -2.786 -0.282
H 1.735 2.799 1.685
H 4.037 -1.918 -0.142
O -0.490 -0.455 -1.963
H 0.233 -0.766 -2.434
H -0.873 0.270 -2.140
O -1.411 -0.069 0.447
H 2.657 -1.971 1.772
H -1.188 0.034 1.480
O 1.744 2.978 -2.722
H 2.488 2.442 -3.187
H 0.458 2.212 -1.059
O -3.494 -0.438 2.909
H -0.880 2.638 -0.265
H -4.217 -0.039 2.745
O -2.820 2.590 -1.103
H 0.767 1.735 1.367
H -3.651 2.511 -0.571
O -0.778 -0.374 2.971
H -0.433 0.531 3.332
H -0.978 -1.111 0.136
O 1.987 -1.429 1.421
H 3.947 -2.751 -1.100
H -0.687 0.658 -0.007
O -0.250 -2.220 0.355
H -3.004 -1.118 2.359
H 0.576 -2.456 -0.210
H 1.607 -0.979 2.103
H 0.153 -2.126 1.132
```

Values from the calculation:
**Total charge**: +1
**Multiplicity**: 1
**ΔE to the lowest compared entry with this formula, charge and spin**: 563.3 kJ/mol
**Frontier orbital gap**: 0.42177 Eh
**HOMO level**: -14.17 eV

Entry 7:
ORCA calculation (ωB97M-V with the def2-TZVPD basis set) on 11 unconnected molecules or ions with the total composition H26N3O11S at a distorted geometry.

Structure (XYZ):
```
41
Properties=species:S:1:pos:R:3
N -1.763 3.147 2.580
H -1.205 3.107 3.421
H -2.207 4.045 2.454
H -2.383 2.367 2.747
H -1.134 2.861 1.843
N 4.766 0.361 1.858
H 4.074 0.697 2.512
H 5.369 1.108 1.543
H 4.242 -0.021 1.084
H 5.191 -0.473 2.238
N -0.017 -1.099 -0.935
H 0.296 -0.191 -1.248
H 0.014 -1.005 0.070
H 0.667 -1.794 -1.197
H -0.961 -1.328 -1.210
S 2.093 3.294 -0.902
O 2.656 1.999 -1.173
O 0.658 3.013 -0.771
O 2.669 3.866 0.288
O 2.319 4.103 -2.100
O -1.532 -5.231 0.935
H -0.821 -4.774 1.385
H -2.243 -5.257 1.576
O 0.796 -0.871 2.749
H 1.190 -0.319 3.425
H 0.136 -1.384 3.214
O -3.633 2.878 -2.076
H -2.726 2.635 -1.888
H -3.890 2.303 -2.797
O -3.828 -0.129 2.299
H -3.385 -0.933 2.572
H -4.562 -0.429 1.763
O 2.899 -3.680 -1.908
H 3.148 -3.918 -1.014
H 3.731 -3.552 -2.363
O 0.876 0.125 -4.983
H 0.106 0.146 -5.552
H 0.873 0.975 -4.544
O -3.809 -2.194 -1.798
H -4.605 -2.586 -1.440
H -4.071 -1.860 -2.656
```

Values from the calculation:
**Total charge**: +1
**Multiplicity**: 1
**Frontier orbital gap**: 0.12007 Eh
**HOMO level**: -7.41 eV